18
Properties=species:S:1:pos:R:3 method="wB97M-V/def2-TZVPD" largest_force_ev_per_a=3.92 homo_lumo_gap_ev=9.14 mol_weight_g_mol=97.2 relative_energy_kcal_mol=87.1 lumo_energy_ev=0.88 e_homo_ev=-8.255
C -0.67 -0.20 1.94
C 0.45 -0.21 0.90
C 0.15 0.09 -0.60
C 1.19 0.96 -1.29
C -1.28 0.41 -1.00
C 0.50 -1.27 -0.39
N 0.74 -2.50 -0.51
H -1.10 0.81 2.09
H -0.31 -0.54 2.92
H -1.49 -0.86 1.65
H 0.90 -2.16 0.55
H 1.39 0.27 1.25
H 2.21 0.69 -1.00
H 1.11 0.88 -2.38
H 1.02 2.01 -1.00
H -1.39 0.35 -2.09
H -2.01 -0.26 -0.54
H -1.52 1.44 -0.69

=====

87
Properties=species:S:1:pos:R:3 method="wB97M-V/def2-TZVPD" largest_force_ev_per_a=1.83 homo_lumo_gap_ev=4.29 mol_weight_g_mol=605.8 relative_energy_kcal_mol=28.4 total_charge=+1 lumo_energy_ev=-5.62 e_homo_ev=-9.904
C -0.20 -2.95 1.27
N 0.35 -2.03 2.23
C 1.06 -0.92 1.82
O 1.32 -0.60 0.66
C 1.38 -0.10 3.06
C 2.87 -0.25 3.45
C 3.59 1.07 3.60
C 4.25 1.38 4.79
C 4.88 2.62 4.95
C 4.85 3.55 3.91
C 4.21 3.24 2.70
C 3.59 1.99 2.54
N 0.44 -0.67 4.04
C -0.73 0.06 4.27
C -1.33 0.88 3.36
C -2.61 1.54 3.48
C -2.99 2.48 2.48
C -4.23 3.09 2.51
C -5.14 2.80 3.54
C -4.77 1.89 4.55
C -3.52 1.27 4.53
C 0.25 -2.10 3.66
C 1.38 -3.00 4.21
C 0.77 -4.41 4.23
C -0.77 -4.23 4.20
C -1.06 -2.73 4.17
H -0.02 -2.55 0.26
H 0.25 -3.95 1.35
H -1.29 -3.04 1.42
H 1.14 0.96 2.87
H 2.93 -0.83 4.38
H 3.35 -0.84 2.64
H 4.26 0.63 5.59
H 5.39 2.84 5.89
H 5.34 4.52 4.03
H 4.19 3.95 1.88
H 3.09 1.73 1.61
H -1.15 -0.12 5.26
H -0.80 1.05 2.41
H -2.28 2.69 1.69
H -4.50 3.80 1.73
H -6.11 3.29 3.56
H -5.48 1.67 5.35
H -3.24 0.56 5.31
H 2.30 -2.94 3.62
H 1.61 -2.66 5.23
H 1.10 -4.97 3.34
H 1.09 -4.98 5.11
H -1.19 -4.72 3.32
H -1.22 -4.71 5.08
H -1.22 -2.36 5.19
H -1.92 -2.44 3.55
C 2.46 -5.54 -1.95
C 1.19 -5.91 -2.41
C 0.45 -5.04 -3.22
C 1.00 -3.79 -3.51
O 0.25 -2.85 -4.23
C -0.76 -2.15 -3.58
C -0.46 -0.89 -3.03
C -1.42 -0.26 -2.26
C -2.72 -0.81 -2.06
C -3.61 -0.11 -1.20
C -4.91 -0.46 -0.77
C -5.69 0.55 -0.10
C -6.98 0.31 0.32
C -7.58 -0.94 0.10
C -6.84 -1.96 -0.52
C -5.52 -1.75 -0.90
C -3.01 -2.01 -2.76
C -2.04 -2.69 -3.48
C 2.28 -3.42 -3.09
C 3.00 -4.29 -2.28
H 3.03 -6.22 -1.32
H 0.77 -6.88 -2.16
H -0.53 -5.30 -3.60
H 0.53 -0.46 -3.19
H -1.18 0.70 -1.80
H -3.25 0.87 -0.86
H -5.21 1.52 0.06
H -7.54 1.10 0.83
H -8.60 -1.12 0.41
H -7.29 -2.94 -0.69
H -4.95 -2.59 -1.28
H -4.02 -2.43 -2.77
H -2.26 -3.65 -3.97
H 2.66 -2.44 -3.38
H 3.98 -3.99 -1.93

=====

13
Properties=species:S:1:pos:R:3 method="wB97M-V/def2-TZVPD" largest_force_ev_per_a=4.81 homo_lumo_gap_ev="7.35 / 7.35" mol_weight_g_mol=85.1 relative_energy_kcal_mol=91.0 lumo_energy_ev="0.39 / 0.39" e_homo_ev="-6.956 / -6.957"
C -2.39 0.29 -0.03
C -1.12 0.66 -0.55
C -0.02 -0.21 -0.20
N -3.48 0.01 0.17
N -0.19 -1.53 -0.53
N 1.15 0.34 -0.33
H -1.18 0.71 -1.64
H -0.93 1.70 -0.22
H -0.08 0.25 1.96
H -1.08 -1.88 -0.14
H 0.67 -1.99 -0.36
H 1.12 1.25 -0.01
H 1.96 -0.30 -0.11

=====

30
Properties=species:S:1:pos:R:3 method="wB97M-V/def2-TZVPD" largest_force_ev_per_a=2.75 homo_lumo_gap_ev=10.02 mol_weight_g_mol=224.2 total_charge=+1 lumo_energy_ev=-3.08 e_homo_ev=-13.093 smiles="CC(=O)OC[C@@H]1CC[N@H+](P(C)O)[C@@H]1F"
C 3.36 -0.08 0.18
C 3.23 1.41 0.32
O 4.09 2.08 0.88
O 2.10 2.06 -0.13
C 1.43 1.56 -1.28
C 0.08 0.98 -0.92
C -0.88 1.95 -0.18
C -1.91 1.02 0.50
N -1.48 -0.36 0.13
P -1.86 -1.74 1.29
C -1.66 -3.12 0.11
O -3.47 -1.61 1.40
C 0.03 -0.21 0.00
F 0.41 0.16 1.25
H 3.19 -0.44 -0.83
H 4.39 -0.31 0.40
H 2.69 -0.59 0.86
H 2.03 0.90 -1.88
H 1.22 2.43 -1.89
H -0.42 0.69 -1.84
H -1.30 2.58 -0.94
H -0.29 2.52 0.52
H -2.00 1.17 1.56
H -2.88 1.29 0.12
H -1.95 -0.57 -0.75
H -1.98 -4.02 0.60
H -2.20 -2.99 -0.82
H -0.61 -3.21 -0.14
H -3.86 -2.43 1.73
H 0.51 -1.12 -0.29

=====

71
Properties=species:S:1:pos:R:3 method="wB97M-V/def2-TZVPD" largest_force_ev_per_a=4.13 homo_lumo_gap_ev="3.15 / 7.67" spin_multiplicity=2 mol_weight_g_mol=427.6 total_charge=-1 lumo_energy_ev="2.60 / 2.58" e_homo_ev="-0.556 / -5.089"
N -0.60 -0.59 -0.47
C -1.97 -0.43 -0.48
C -2.86 -1.08 0.40
C -2.34 -2.04 1.25
C -0.96 -2.34 1.22
C -0.14 -1.54 0.40
H -2.37 0.25 -1.23
H -3.93 -0.97 0.39
H -3.00 -2.67 1.84
H -0.51 -3.07 1.88
H 0.91 -1.79 0.41
C 2.43 1.82 0.35
C 3.63 0.94 0.77
O 4.49 0.72 -0.06
C 3.60 0.33 2.13
H 2.66 2.17 -0.65
H 2.26 2.65 1.03
H 1.54 1.19 0.34
H 3.69 1.09 2.91
H 4.44 -0.36 2.20
H 2.73 -0.29 2.34
C -0.35 0.65 3.07
C -0.81 2.07 3.36
O -0.36 2.78 4.31
C -2.07 2.53 2.51
H 0.64 0.50 3.49
H -0.24 0.56 1.99
H -1.07 -0.05 3.50
H -1.95 2.67 1.44
H -2.52 3.46 2.86
H -2.82 1.77 2.70
C 2.58 -4.79 0.22
C 3.81 -4.19 0.91
O 3.81 -3.05 1.33
C 4.89 -5.15 1.40
H 1.97 -5.46 0.83
H 3.00 -5.34 -0.63
H 1.91 -4.02 -0.15
H 4.53 -6.03 1.93
H 5.52 -4.66 2.13
H 5.64 -5.45 0.66
C -5.10 3.28 -1.12
C -6.07 2.59 -0.21
O -7.01 3.21 0.29
C -5.71 1.15 0.12
H -5.59 3.94 -1.83
H -4.45 2.59 -1.65
H -4.45 3.90 -0.50
H -6.18 0.70 1.00
H -4.64 1.06 0.29
H -5.94 0.55 -0.76
C 2.75 -1.18 -2.10
C 2.16 -2.43 -2.70
O 2.83 -3.46 -2.66
C 0.93 -2.37 -3.40
H 3.55 -1.36 -1.38
H 2.03 -0.46 -1.71
H 3.24 -0.62 -2.89
H 0.08 -2.62 -2.76
H 0.99 -3.18 -4.13
H 0.70 -1.43 -3.90
C -0.41 4.60 -1.89
C -0.92 3.20 -2.08
O -2.08 2.88 -1.78
C -0.05 2.18 -2.76
H 0.67 4.72 -1.90
H -0.75 4.94 -0.91
H -0.85 5.29 -2.61
H 0.80 1.78 -2.21
H 0.25 2.50 -3.76
H -0.57 1.24 -2.93

=====

15
Properties=species:S:1:pos:R:3 method="wB97M-V/def2-TZVPD" largest_force_ev_per_a=4.06 homo_lumo_gap_ev=9.90 mol_weight_g_mol=87.1 relative_energy_kcal_mol=91.7 lumo_energy_ev=1.02 e_homo_ev=-8.885 smiles="C=CN.C=CO"
C -1.95 1.27 -0.08
C -0.87 1.31 0.67
N 0.31 1.81 0.14
H -1.87 1.41 -1.12
H -2.95 0.93 0.25
H -0.81 0.64 1.65
H 0.53 1.70 -0.93
H 0.64 2.69 0.45
C 0.52 -2.28 -0.59
C 1.46 -1.75 0.18
O 2.03 -0.51 0.00
H 0.25 -3.36 -0.58
H -0.17 -1.59 -1.12
H 1.70 -2.25 1.11
H 1.19 0.00 -0.02